Record 1
Below is C37H26N7O4S2Zr as an isolated structure, with properties calculated with ωB97M-V/def2-TZVPD.

```
! wB97M-V def2-TZVPD RIJCOSX def2/J DEFGRID3
* xyz 1 1
Zr -0.30434 0.09665 0.18211
S -3.79395 -0.56033 0.23879
S 0.43881 0.50219 2.67099
O -1.33600 -3.41194 -2.06474
O -5.09255 -0.18577 6.64977
O 0.61040 3.18613 -2.31328
O -5.77543 -1.13597 4.77478
N 0.43566 -2.08322 0.68093
N -0.63250 2.48575 0.68218
N -2.54968 0.63868 0.35115
N -0.10732 1.05164 -1.68564
N -1.08733 -1.23173 -1.29794
N 1.93401 0.72327 -0.14266
N -3.86948 2.22858 -0.76522
C -6.27555 0.91455 -3.24707
C -1.92279 -0.90664 3.11533
C -2.80657 1.85109 -0.05439
C 4.25251 2.21880 -0.37441
C -1.51644 0.97082 4.54376
C -1.85678 2.91924 0.37884
C -1.64099 -0.56092 -2.42616
C 0.72647 2.12456 -1.73778
C 1.64310 -4.59365 0.61000
C 0.12417 -2.99252 -0.26140
C -4.70208 1.32924 -1.49482
C 3.10649 2.59332 -1.06183
C -5.44928 1.79265 -2.56101
C -1.13852 0.73937 -2.60365
C -4.73603 -0.00464 -1.13705
C 0.24777 3.37201 1.14570
C -4.89747 -0.58558 5.37397
C -0.05268 4.71308 1.30370
C 4.21720 1.08967 0.42741
C -2.25777 4.23017 0.54442
C -1.32894 5.14992 1.00695
C -6.32582 -0.42211 -2.88148
C -2.72807 0.73494 5.17776
C -1.54584 1.52514 -3.67248
C -2.52259 -1.09002 -3.35573
C -1.09268 0.14887 3.50142
C -2.93198 -0.30240 -4.42588
C 0.70725 -4.23627 -0.34626
C 3.03654 0.37904 0.52982
C 1.31105 -2.46128 1.63068
C -3.55331 -0.30770 4.77165
C -0.87545 -2.58036 -1.31352
C -2.45616 0.99255 -4.57938
C -5.53728 -0.88907 -1.83896
C 1.97891 1.81625 -0.92932
C -3.14339 -1.12367 3.72630
C 1.92997 -3.69529 1.62504
H 5.16275 2.79667 -0.46758
H -1.13597 2.51673 -3.79860
H -6.96988 -1.10906 -3.41345
H -1.60910 -1.58773 2.32899
H -3.27963 4.52981 0.35742
H -6.87402 1.27866 -4.07079
H -4.26733 0.14192 7.03042
H 1.21594 2.98324 1.42872
H -3.62944 -0.71108 -5.14571
H -2.88281 -2.10080 -3.23986
H 2.12992 -5.55955 0.57195
H 0.70395 5.39078 1.67237
H -2.77927 1.59205 -5.42112
H 3.06219 3.45941 -1.70758
H 5.08621 0.76038 0.97858
H 2.62745 -3.93893 2.41436
H 1.48776 -1.73978 2.41657
H -0.89609 1.80492 4.84602
H -5.39498 2.83644 -2.85023
H -3.03876 1.41201 5.96627
H -3.87560 3.18300 -1.09010
H 0.40201 -4.89061 -1.15012
H -1.60912 6.18449 1.15175
H -3.79730 -1.92360 3.40349
H 2.96500 -0.49167 1.16574
H -5.55355 -1.93671 -1.56309
*
```

Results
LUMO energy: -3.55 eV
ΔE to the lowest compared entry with this formula, charge and spin: 0.348 eV

---

Record 2
Below is a 2-piece molecular cluster, C14H15N5O4 overall in a non-equilibrium geometry, with properties calculated with ωB97M-V/def2-TZVPD.

```
! wB97M-V def2-TZVPD RIJCOSX def2/J DEFGRID3
* xyz 0 1
O -2.22395 3.95803 2.73729
O -0.51866 3.38669 3.99156
O 0.36177 -2.58321 2.70873
O 0.55922 -0.75415 4.09273
N 0.01480 -1.44333 2.97382
N 0.05270 0.51976 4.18957
N -1.42329 3.09863 3.18621
N -3.77295 0.19038 -1.42424
N 0.22871 -0.51892 -0.68742
C -2.39423 0.41756 0.77858
C -1.53504 -0.63876 1.15346
C 1.99196 0.83748 -1.81489
C 2.27515 -1.63783 -1.58312
C 1.22965 -1.61858 -0.48283
C -0.43678 -0.72559 -2.01852
C -3.17448 0.30143 -0.42334
C 1.98559 -0.50206 -2.59379
C 0.56261 -0.71363 -3.15964
C -2.45178 1.58058 1.58415
C 0.95252 0.79677 -0.70539
C -0.88627 -0.55762 2.38613
C -1.60446 1.75641 2.69721
C -0.83348 0.61820 3.15521
H 3.26395 -1.50759 -1.13100
H 1.69026 -1.46838 0.50379
H 2.97925 1.01762 -1.37730
H 1.76702 1.67028 -2.48933
H 2.72948 -0.49357 -3.39757
H -1.42137 -1.54249 0.56302
H 2.25271 -2.61468 -2.07721
H -0.97682 -1.68119 -1.95579
H 0.29882 0.09517 -3.84897
H -3.12287 2.39001 1.29551
H 0.66433 -2.56072 -0.43453
H 0.20248 1.59138 -0.83194
H 0.49068 -1.66023 -3.70424
H 1.41308 0.93631 0.28427
H -1.19032 0.05983 -2.14018
*
```

Results
LUMO energy: -2.20 eV
ΔE to the lowest compared entry with this formula, charge and spin: 0.062 eV

---

Record 3
Below is one molecule with the formula C4H5N3O in a non-equilibrium geometry, with properties calculated with ωB97M-V/def2-TZVPD.

```
! wB97M-V def2-TZVPD RIJCOSX def2/J DEFGRID3
* xyz 0 1
O -3.06312 -0.17836 -0.07665
N 0.27041 -1.30138 0.03492
N 0.89049 -0.10364 0.00744
N 2.35122 -0.04955 -0.04789
C -1.88698 -0.09538 0.00107
C -1.03522 -1.26410 -0.00509
C -1.10904 1.18502 0.08644
C 0.25710 1.08048 -0.02608
H -1.58846 2.20005 0.13288
H 0.96919 1.93987 -0.21205
H 2.65922 -0.50460 0.79709
H 2.67449 -0.59957 -0.78142
H -1.38931 -2.30886 0.08934
*
```

Results
LUMO energy: 0.61 eV
structure (SMILES): Nn1ccc(=O)cn1
ΔE to the lowest compared entry with this formula, charge and spin: 3.091 eV

---

Record 4
Below is C72H167Ag2N11O26 as an isolated structure in a non-equilibrium geometry, with properties calculated with ωB97M-V/def2-TZVPD.

```
! wB97M-V def2-TZVPD RIJCOSX def2/J DEFGRID3
* xyz 0 1
Ag -2.81226 3.58810 0.05083
Ag 2.79846 -3.08400 1.01116
O -1.14804 8.07111 -0.02473
O 5.92442 4.49152 -3.67740
O 6.06844 -3.08488 1.99090
O -2.52530 1.27848 0.33612
O -5.04577 -3.71096 4.61200
O 0.48495 -2.28380 0.44156
O 2.97206 -4.99613 -1.75378
O -7.18573 0.16136 2.63141
O 5.13585 -2.76549 -8.43116
O 1.66531 -0.34323 3.76907
O -3.19827 2.92260 -2.46712
O 2.74005 5.29718 2.67791
O -2.47478 -5.67513 0.45943
O -4.90880 -3.52656 -5.09510
O -0.36707 2.97168 -0.43313
O 0.54222 -3.12774 -5.15974
O -1.90857 -10.82600 0.20261
O 6.51740 1.67610 1.67841
O 5.23916 -0.17121 -3.28548
O -1.64565 5.46972 4.79109
O -2.50835 -0.53402 4.76534
O -9.79121 4.53403 3.54570
O -4.96242 3.68157 1.24758
O 2.16204 2.60196 -4.04714
O 2.60255 -0.62740 0.01573
O 2.66255 -5.85623 1.92231
N -2.41899 4.48873 2.44469
N 3.11247 5.23421 -3.33656
N -2.12347 5.54401 -1.26128
N 1.79955 -3.38676 3.11842
N 4.51353 -2.98815 -0.39404
N -7.48015 2.93060 3.66285
N -1.70043 -8.18899 1.62120
N -2.34020 -3.36429 3.74771
N -2.24573 -2.69385 -4.23875
N 3.97005 3.90111 0.14878
N 5.18124 -2.23153 -5.29522
C 1.30496 1.50886 -3.76820
C -0.93646 -10.54997 1.21047
C 2.70208 -2.62391 4.05926
C -5.32041 -2.34670 4.67863
C -3.46184 -3.48862 2.77668
C 5.42353 5.75253 -3.98809
C 3.78988 -2.43089 -8.77581
C -6.84975 -0.45199 1.37570
C 1.48003 -0.10653 0.03456
C -1.32831 0.85653 0.15581
C -1.48637 3.64355 3.10778
C -6.66694 1.84786 4.19050
C -4.68218 -4.19850 3.35772
C 2.57241 4.92533 -4.64684
C -3.72353 4.56260 3.08388
C 5.04514 3.64071 1.03858
C 5.69036 -0.86438 -5.43439
C -3.45328 -2.45603 -3.44926
C 1.49670 3.85568 -4.44300
C 1.65623 1.00034 3.40584
C -1.90989 -0.86635 3.49128
C -1.41178 4.05908 4.58924
C 5.50590 2.16393 0.84052
C 5.52754 -1.93527 -0.06634
C 3.64967 -6.62685 1.33847
C -1.03359 -2.70190 -3.40036
C -0.11008 1.79371 -0.16940
C -6.05323 3.82408 0.24233
C -0.71782 5.84101 -0.78196
C 4.96218 0.14514 -4.63127
C -2.35464 -5.10391 -0.81042
C 1.18594 1.30693 -0.14933
C 6.59585 -2.59388 0.74695
C 1.62825 -2.57402 -5.91308
C -2.36761 -12.17126 0.16409
C 7.11541 -3.60843 2.78080
C 0.27614 -1.00494 0.27352
C 1.81626 5.71589 3.69317
C -5.98869 -3.29726 -6.03785
C -2.64031 0.86205 4.82788
C 0.15162 -2.21671 -4.13795
C 6.63846 4.32907 -2.45801
C -6.12884 1.02323 3.08505
C -0.36885 7.34996 -0.94217
C 4.68588 0.76995 -2.41217
C -4.67125 -2.33314 -4.36560
C 4.19843 6.18092 -3.26714
C -2.09572 3.70789 -2.97863
C 3.23435 5.14936 0.29008
C -1.09858 9.47421 -0.34537
C -0.62525 -9.04666 1.18611
C -8.54239 5.11554 4.00929
C 3.92993 -2.85778 -1.73445
C -1.32994 -6.89655 2.22305
C 1.75007 -5.73288 -1.90743
C 2.78778 -5.63527 3.31696
C -1.20190 -5.81237 1.14630
C 6.12740 1.02701 2.85863
C 5.92699 -3.19625 -6.13387
C -7.83346 3.94176 4.67995
C -4.86960 4.77135 2.09313
C 2.70527 -3.60638 -2.03464
C -1.00563 -0.50380 0.29976
C -10.85524 5.46193 3.35418
C 2.91459 -1.07768 3.69484
C -2.33478 5.19124 -2.66551
C -1.40730 -2.30271 3.45914
C -2.90345 1.52105 -2.79752
C -1.11894 6.04498 5.92832
C 5.11942 -3.72981 -7.31974
C 1.63365 -4.73849 3.68807
C 2.21166 5.15475 1.40971
H -5.76592 -2.37876 -6.71850
H 1.39560 -4.69643 4.73214
H 4.89602 3.73971 2.11653
H 0.17591 -9.00347 1.95914
H -1.67619 9.70590 -1.19707
H -3.17223 1.26065 -3.75803
H -5.83120 2.26083 4.74146
H 2.41910 1.42098 4.04873
H -3.95627 3.59183 3.49525
H -5.42413 0.34910 3.52760
H -1.79737 1.33048 -2.67547
H -2.75376 6.25228 -0.99925
H -8.07061 5.47508 3.06578
H 4.39710 6.25333 -2.15595
H 5.23157 0.64073 -1.46675
H 5.23681 1.15386 -4.92492
H -1.07226 -4.82648 1.56792
H -6.97772 0.19950 0.45068
H 0.87713 -3.01016 3.07141
H 2.01203 -3.33829 -6.56559
H 1.81125 -3.29752 -1.49119
H -2.37702 -8.08498 0.86030
H 4.12568 -3.94117 -6.94290
H -8.55470 5.97877 4.68767
H -0.11203 -8.79469 0.25756
H -1.59749 1.35095 4.93907
H -0.06754 -11.18392 1.02252
H 2.85681 -6.60171 3.89422
H 0.97020 -5.17197 -1.34300
H -3.36761 -4.71573 -1.06851
H -1.67602 -4.24485 -0.72314
H -6.90471 -2.98857 -5.47657
H 0.94994 3.66193 -5.35637
H -4.44103 -5.22772 3.50111
H 5.84796 -0.07672 2.69442
H -8.56449 3.56718 5.47058
H 7.09960 -3.37167 0.17451
H -3.26396 -1.45860 -2.98707
H -11.49779 4.97744 2.59674
H 0.90262 5.13035 3.65619
H -6.89955 4.27678 5.11385
H -5.67672 1.61405 2.22716
H -6.12775 -4.13740 -6.68453
H 3.72691 -3.03887 4.08375
H -5.72886 4.96387 2.70426
H 7.09368 5.32894 -2.17549
H 0.71918 1.53135 3.58187
H -3.68761 -3.20642 -2.77385
H -2.18326 3.50551 5.10874
H -7.53199 -1.29204 1.21931
H 3.58919 -0.54236 4.32800
H 3.87621 -1.87035 -9.69640
H 1.52161 6.78477 3.57121
H 7.83570 -2.87196 3.10620
H 3.34786 -1.80377 -8.00668
H 5.92210 4.26206 0.84371
H -6.03225 2.94572 -0.40744
H -0.77447 -3.69803 -3.02685
H -10.54882 6.50829 3.02208
H -5.53791 -2.04345 -3.73176
H -7.23115 1.11993 4.81179
H -0.95254 -2.50333 2.50783
H -0.60500 7.73502 -1.93108
H -3.04335 -4.12592 1.96459
H -0.38996 -6.97744 2.74269
H -0.08628 5.73517 6.01726
H 2.04815 1.13635 2.34712
H 6.68591 -4.26221 3.58808
H -2.29345 -3.62290 -4.65374
H -11.40506 5.55882 4.34925
H -1.77812 5.67766 6.75017
H 5.20361 -1.11110 0.52843
H 1.98012 0.71377 -3.40717
H 5.20623 5.73670 -5.01656
H 5.54420 -4.72384 -7.69610
H 1.40518 -5.77640 -2.93629
H -1.04273 -0.21622 3.25364
H 3.02837 -3.26729 -8.95167
H -4.65858 5.67040 1.50277
H -3.65237 5.31548 3.81390
H 1.63805 4.21964 1.45266
H -1.23669 7.10483 5.74551
H 2.42615 -3.50016 -3.07974
H -2.59204 -0.65353 2.70125
H 4.74364 1.79017 -2.85523
H 1.87302 -6.71767 -1.50286
H -1.34742 -10.64166 2.24054
H 5.24222 -2.49979 -4.32420
H 2.37752 -2.39823 -5.15540
H 3.88303 0.03539 -4.74068
H 0.85614 4.15729 -3.60566
H -0.75190 5.54018 0.24583
H -0.11468 9.71911 -0.63205
H 1.49389 5.95822 1.18207
H 0.45585 1.74883 -3.02146
H 7.41285 -1.88808 0.92711
H -6.98818 3.72054 0.74760
H -0.50679 -2.44322 4.06785
H -6.03593 -2.15446 5.52196
H -0.43268 -6.17221 0.40855
H -3.41951 5.30704 -2.77573
H 3.62373 0.57740 -2.24240
H -3.06708 -12.31302 -0.66103
H 6.03996 3.89212 -1.65187
H 3.27903 3.14833 0.19045
H 0.82208 -5.18417 3.08757
H -5.77497 -1.91166 3.79061
H -1.20062 3.29965 -2.54876
H -1.77961 5.76124 -3.38994
H 7.00056 1.05606 3.49437
H 0.69233 7.59438 -0.79350
H 6.03194 -1.59079 -0.95136
H -1.46800 -12.74800 -0.03693
H -1.82458 -1.18099 0.37922
H 4.69190 -3.23622 -2.42378
H -0.13785 -1.25190 -4.63094
H -2.73998 -3.29807 4.69141
H -4.48362 -1.64270 4.81935
H 6.92202 -2.85461 -6.48069
H 3.73988 -1.84293 -1.97866
H -3.36502 1.07470 5.63311
H -2.01886 3.60143 -4.03168
H 3.77596 -5.12716 3.42060
H 0.96213 -2.04889 -3.43207
H 2.13923 5.76015 -5.17773
H -4.42848 -1.59100 -5.08044
H 4.61543 1.55742 0.94302
H -6.03219 4.74730 -0.28000
H -5.53664 -4.12612 2.65566
H 0.76030 1.17301 -4.63067
H 6.08623 6.52387 -3.81007
H -0.54283 3.59507 2.56348
H 7.67648 -4.24567 2.11685
H 3.36622 4.28798 -2.93446
H 5.06796 -3.91825 -0.31801
H -1.96040 -5.84729 -1.50650
H 2.19919 -2.66174 5.02120
H -3.08483 1.18839 3.77596
H 3.28616 4.50061 -5.36310
H -1.19722 -2.04009 -2.54266
H 4.68557 -6.31862 1.67669
H -3.47398 0.99032 -2.00880
H -2.01299 5.40841 2.38770
H 5.92764 2.08441 -0.16510
H 7.47334 3.67101 -2.67794
H -0.11104 5.15642 -1.36004
H -8.39934 2.71972 3.28606
H 3.61204 -7.66223 1.52377
H 2.68497 5.26038 -0.64501
H -0.37268 3.81289 4.94814
H 1.36564 -1.75366 -6.53570
H 6.12426 -4.08897 -5.54114
H -1.47081 9.99149 0.53496
H 5.68300 -0.74435 -6.49504
H -1.86724 2.61639 2.99888
H 3.88872 5.99998 0.37126
H 6.67061 -0.72127 -5.09618
H -2.90009 -12.45397 1.09415
H 3.32401 -1.04959 2.64309
H 2.22132 5.61511 4.64268
H 5.20334 1.40925 3.25561
H 1.83408 2.10325 -0.42540
H -3.69287 -2.49543 2.44937
H 3.78571 7.09217 -3.61163
H 3.58406 -6.31958 0.30716
H -5.80169 -0.81254 1.33629
H -2.08111 -6.54768 2.98687
*
```

Results
LUMO energy: 0.45 eV